1.
Computed, not measured: C14H7Cl5IOTc as an isolated structure, with wB97M-V/def2-TZVPD.

Each line ends with the Mulliken charge.
Positions of all 29 atoms, in Å:
Tc -0.51 -1.00 -0.75  0.300
Cl 1.34 4.77 -4.49  -0.111
C 0.54 3.48 -3.72  0.493
C 1.25 2.65 -2.85  -0.368
Cl 2.90 2.87 -2.50  -0.131
C 0.54 1.61 -2.27  0.859
Cl 1.28 0.55 -1.07  -0.118
C -0.79 1.35 -2.50  0.178
O -1.33 0.27 -1.87  -0.775
C -1.50 2.18 -3.34  0.174
Cl -3.16 1.87 -3.60  -0.120
C -0.83 3.24 -3.96  0.151
Cl -1.68 4.25 -5.02  -0.103
I -2.17 -3.04 -1.17  0.419
C -0.03 -2.88 -1.42  -0.602
H 0.20 -2.89 -2.48  0.378
H 0.48 -3.63 -0.84  0.384
C -0.09 -1.28 0.95  0.098
C 0.10 -1.28 2.31  1.059
C -0.51 -0.28 3.12  -0.286
C -0.31 -0.32 4.48  -0.728
C 0.48 -1.32 5.03  -0.240
C 1.09 -2.31 4.25  -0.709
C 0.91 -2.29 2.89  -0.341
H -1.12 0.49 2.67  0.431
H -0.77 0.43 5.11  0.435
H 0.63 -1.34 6.10  0.426
H 1.70 -3.07 4.71  0.436
H 1.37 -3.04 2.26  0.410

## Properties
Relative energy (zero: lowest compared OMol25 entry of this formula, charge and spin): 15.6 kcal/mol
Highest occupied orbital energy (alpha / beta): -0.543 / -0.543 Ha
Charge: +2



2.
Computed, not measured: C14H7Cl5N3O2RbS as an isolated structure, with wB97M-V/def2-TZVPD.

Each line ends with the Mulliken charge.
Positions of all 33 atoms, in Å:
Rb -0.15 -0.17 0.83  1.045
N -2.96 2.37 2.81  -0.559
C -2.53 1.89 1.57  0.197
S -1.38 2.88 0.75  -0.553
N -3.06 0.75 1.25  -0.379
N -2.84 0.29 -0.02  -0.499
C -3.10 -0.94 -0.21  -0.761
C -3.55 -1.95 0.78  0.682
C -4.89 -2.31 0.84  -0.284
C -5.36 -3.24 1.76  -0.559
C -4.45 -3.82 2.64  -0.325
C -3.11 -3.49 2.59  -0.613
C -2.58 -2.56 1.65  0.294
O -1.34 -2.27 1.57  -0.808
H -2.27 2.95 3.26  0.197
H -3.34 1.63 3.39  0.247
H -2.96 -1.28 -1.24  0.404
H -5.59 -1.82 0.16  0.334
H -6.42 -3.50 1.80  0.324
H -4.79 -4.54 3.37  0.319
H -2.40 -3.95 3.27  0.339
Cl 6.00 -4.53 -1.76  -0.245
C 4.98 -3.31 -1.06  0.360
C 3.64 -3.18 -1.46  -0.003
Cl 3.02 -4.26 -2.66  -0.221
C 2.83 -2.21 -0.91  0.626
Cl 1.18 -2.06 -1.40  -0.206
C 3.28 -1.28 0.09  -0.604
O 2.54 -0.39 0.57  -0.779
C 4.65 -1.46 0.46  0.471
Cl 5.27 -0.38 1.66  -0.225
C 5.46 -2.44 -0.09  0.006
Cl 7.11 -2.58 0.42  -0.223

## Properties
Relative energy (zero: lowest compared OMol25 entry of this formula, charge and spin): 11.4 kcal/mol
Highest occupied orbital energy: -0.054 Ha
Charge: -2



3.
Computed, not measured: C14H8BBrF4FeNO6 as an isolated structure, with wB97M-V/def2-TZVPD.

Each line ends with the Mulliken charge.
Positions of all 36 atoms, in Å:
Fe -1.03 -2.36 0.12  0.938
Br 1.01 -2.96 -2.65  -0.087
C 1.93 -2.91 -1.01  0.318
C 3.30 -2.79 -0.93  -0.445
C 3.87 -2.70 0.33  -0.314
C 3.07 -2.73 1.46  -0.524
C 1.71 -2.88 1.27  0.646
N 1.16 -2.98 0.06  -0.359
C 0.70 -2.84 2.41  0.488
O 1.06 -2.92 3.56  -0.596
O -0.52 -2.73 1.97  -0.387
H 3.89 -2.75 -1.84  0.430
H 4.94 -2.58 0.42  0.436
H 3.46 -2.64 2.46  0.479
O 1.62 -0.10 -0.22  -0.496
C 0.46 0.26 -0.27  0.753
O -0.56 -0.60 -0.33  -0.279
C 0.06 1.69 -0.27  -0.079
C 1.06 2.65 -0.21  -0.559
C 0.76 4.01 -0.20  -0.891
C -0.57 4.35 -0.25  0.950
O -1.13 5.59 -0.24  -0.485
C -2.54 5.40 -0.32  -0.230
O -2.79 4.01 -0.36  -0.492
C -1.58 3.39 -0.31  0.927
C -1.30 2.05 -0.32  -1.280
H 2.09 2.31 -0.17  0.471
H 1.53 4.77 -0.15  0.432
H -2.92 5.87 -1.23  0.247
H -3.02 5.85 0.55  0.249
H -2.07 1.30 -0.37  0.496
F -4.07 -1.90 -1.53  -0.323
B -3.64 -2.81 -0.62  0.703
F -2.35 -3.40 -1.10  -0.460
F -4.49 -3.79 -0.28  -0.303
F -3.10 -2.12 0.56  -0.377

## Properties
Relative energy (zero: lowest compared OMol25 entry of this formula, charge and spin): 5.5 kcal/mol
Spin multiplicity: 6
Highest occupied orbital energy (alpha / beta): -0.314 / -0.314 Ha
Charge: 0



4.
Computed, not measured: C14H8BaF18NO12P2S2 as an isolated structure, with wB97M-V/def2-TZVPD.

Each line ends with the Mulliken charge.
Positions of all 58 atoms, in Å:
Ba 0.80 -2.34 -1.23  1.906
P -3.46 -4.94 -1.83  1.177
F -5.11 -5.21 -1.61  -0.383
F -3.36 -5.37 -3.41  -0.377
F -3.56 -3.37 -2.09  -0.336
F -1.90 -4.84 -2.07  -0.377
F -3.43 -4.70 -0.23  -0.323
F -3.18 -6.53 -1.50  -0.377
P 0.41 -4.52 2.95  1.110
F 1.73 -3.94 2.19  -0.390
F -0.25 -3.29 2.29  -0.311
F 0.10 -5.28 1.60  -0.313
F -0.91 -4.82 3.74  -0.339
F 1.18 -5.80 3.58  -0.362
F 0.70 -3.56 4.19  -0.382
C 0.23 2.39 -4.49  0.672
F -0.88 1.62 -4.71  -0.216
F 0.48 3.18 -5.57  -0.213
F 0.08 3.22 -3.44  -0.195
S 1.75 1.26 -4.07  1.050
O 2.99 1.71 -4.76  -0.608
O 1.90 1.34 -2.62  -0.729
N 1.23 -0.36 -4.42  -0.395
S 1.61 -0.46 -5.90  0.966
O 1.39 0.73 -6.72  -0.592
O 2.90 -1.12 -6.08  -0.655
C 0.39 -1.81 -6.29  0.628
F -0.91 -1.29 -6.10  -0.230
F 0.57 -2.10 -7.58  -0.191
F 0.58 -2.88 -5.49  -0.221
C -5.02 2.97 0.58  -0.862
C -4.13 2.16 -0.09  0.386
C -2.72 2.05 0.35  1.007
O -1.95 1.31 -0.20  -0.557
C -2.39 2.80 1.56  -0.930
C -3.30 3.51 2.28  0.608
C -4.76 3.73 1.81  0.466
O -5.60 4.42 2.38  -0.596
O -2.87 4.21 3.37  -0.517
O -4.46 1.50 -1.21  -0.528
H -6.02 3.08 0.20  0.413
H -1.35 2.83 1.87  0.463
H -3.51 4.83 3.73  0.338
H -3.72 0.97 -1.50  0.307
C 4.39 3.01 3.99  -0.762
C 3.65 2.44 3.00  0.394
C 3.26 1.02 3.01  0.741
O 2.60 0.41 2.21  -0.541
C 3.74 0.24 4.16  -0.770
C 4.51 0.76 5.05  0.455
C 4.92 2.22 5.13  0.632
O 5.51 2.79 6.06  -0.612
O 4.93 0.07 6.17  -0.542
O 3.38 3.17 1.90  -0.507
H 4.79 4.01 3.83  0.409
H 3.66 -0.84 4.15  0.479
H 5.40 0.72 6.69  0.346
H 3.00 2.66 1.18  0.283

## Properties
Relative energy (zero: lowest compared OMol25 entry of this formula, charge and spin): 112.7 kcal/mol
Highest occupied orbital energy: -0.312 Ha
Charge: -1



5.
Computed, not measured: C14H8BrCl2I2InNO4 as an isolated structure, with wB97M-V/def2-TZVPD.

Each line ends with the Mulliken charge.
Positions of all 33 atoms, in Å:
In 1.44 0.10 0.32  1.104
I 4.14 1.14 -0.20  0.315
C 4.97 -0.78 0.21  -0.883
I 3.90 -1.79 1.71  0.216
H 5.98 -0.60 0.56  0.461
H 4.93 -1.34 -0.71  0.414
Cl -3.70 5.13 -1.79  -0.188
C -2.68 3.90 -1.13  0.176
C -2.93 3.43 0.16  -0.570
C -2.14 2.44 0.71  0.318
Cl -2.47 1.87 2.30  -0.161
C -1.10 1.85 -0.02  -0.100
O -0.47 0.79 0.46  -0.524
C -0.84 2.38 -1.29  0.958
C 0.32 1.98 -2.03  -0.050
O 1.23 1.24 -1.62  -0.560
C -1.64 3.39 -1.85  -1.022
H -3.74 3.84 0.74  0.459
H 0.43 2.39 -3.04  0.404
H -1.42 3.78 -2.84  0.412
Br 0.04 -0.55 3.45  -0.059
C -0.38 -1.80 2.10  0.111
C -1.34 -2.78 2.25  -0.517
C -1.52 -3.67 1.20  -0.284
C -0.74 -3.58 0.06  -0.713
C 0.20 -2.57 -0.01  0.705
N 0.36 -1.71 1.00  -0.147
C 1.14 -2.38 -1.19  0.330
O 1.10 -3.17 -2.10  -0.624
O 1.96 -1.37 -1.08  -0.414
H -1.92 -2.84 3.16  0.462
H -2.27 -4.44 1.28  0.438
H -0.83 -4.26 -0.78  0.533

## Properties
Relative energy (zero: lowest compared OMol25 entry of this formula, charge and spin): 20.5 kcal/mol
Highest occupied orbital energy: -0.421 Ha
Charge: +1



6.
Computed, not measured: C14H9LiN7O7 as an isolated structure, with wB97M-V/def2-TZVPD.

Each line ends with the Mulliken charge.
Positions of all 38 atoms, in Å:
Li 0.02 1.11 1.19  1.033
N 2.30 3.79 -1.01  0.009
C 3.36 2.99 -0.62  -0.499
C 2.80 1.93 0.01  -0.552
N 1.43 2.04 0.03  -0.310
C 1.14 3.18 -0.61  0.200
C -1.20 3.12 -0.60  0.184
N -1.43 1.97 0.03  -0.291
C -2.80 1.80 0.03  -0.543
C -3.41 2.84 -0.58  -0.460
N -2.39 3.68 -0.97  -0.036
H 2.33 4.64 -1.54  0.193
H 4.39 3.25 -0.82  0.396
H 3.30 1.09 0.47  0.414
H -3.26 0.93 0.48  0.414
H -4.45 3.06 -0.76  0.399
H -2.43 4.54 -1.50  0.240
O -0.01 1.66 3.25  -0.848
C 0.01 0.43 3.43  0.882
O 0.04 -0.45 2.53  -0.921
C 0.00 -0.07 4.87  -0.016
C 0.03 -1.43 5.13  -0.658
C 0.02 -1.85 6.45  0.073
C -0.01 -0.98 7.52  -0.244
C -0.03 0.37 7.21  0.053
C -0.03 0.84 5.91  -0.647
N -0.07 1.33 8.33  1.063
O -0.08 0.88 9.46  -0.637
O -0.10 2.51 8.06  -0.621
N 0.05 -3.30 6.74  1.058
O 0.05 -4.07 5.80  -0.623
O 0.02 -3.64 7.91  -0.636
H 0.05 -2.13 4.31  0.571
H -0.02 -1.33 8.54  0.579
H -0.05 1.90 5.69  0.581
O 0.75 5.88 -2.30  -0.293
C -0.30 5.47 -2.06  -0.086
N -0.04 3.75 -0.90  -0.423

## Properties
Relative energy (zero: lowest compared OMol25 entry of this formula, charge and spin): 23.3 kcal/mol
Highest occupied orbital energy: -0.148 Ha
Charge: -1



Which of these has the lowest relative energy (zero: lowest compared OMol25 entry of this formula, charge and spin)? C14H8BBrF4FeNO6